C14H31N4O5 | ωB97M-V/def2-TZVPD

Geometry as XYZ:
```
54
Properties=species:S:1:pos:R:3:lowdin_charge:R:1
C -0.62 -0.10 6.27 -0.13
C -0.49 -1.19 5.20 -0.28
C 0.04 -0.61 3.90 -0.22
C 0.26 -1.68 2.83 -0.24
N 0.48 -1.21 1.47 0.00
C 1.62 -0.28 1.34 -0.77
O 2.64 -0.76 0.81 -0.07
O 1.43 0.90 1.72 -0.07
H 0.37 0.22 6.61 0.07
H -1.09 0.77 5.82 0.07
H -1.23 -0.41 7.12 0.06
H -1.48 -1.63 5.04 0.10
H 0.16 -1.99 5.55 0.10
H 1.00 -0.13 4.10 0.11
H -0.60 0.19 3.53 0.11
H -0.62 -2.33 2.80 0.11
H 1.11 -2.31 3.11 0.12
H -0.35 -0.76 1.12 0.10
C -1.02 2.23 0.42 -0.01
C -2.00 3.13 1.14 -0.54
O -2.18 3.10 2.35 0.02
N -2.70 4.01 0.36 0.00
C -2.60 4.16 -1.07 -0.10
H -0.48 1.58 1.11 0.05
H -1.56 1.62 -0.31 0.09
H -0.27 2.83 -0.10 0.09
H -3.34 4.60 0.88 0.13
H -2.27 5.17 -1.33 0.08
H -3.56 3.98 -1.55 0.08
H -1.89 3.44 -1.46 0.03
C 1.02 -5.43 -1.55 -0.03
C 0.69 -4.11 -0.87 -0.56
O -0.31 -3.99 -0.18 0.02
N 1.54 -3.08 -1.08 0.02
C 2.75 -3.08 -1.86 -0.09
H 0.24 -6.15 -1.29 0.07
H 1.05 -5.32 -2.63 0.07
H 1.98 -5.81 -1.20 0.08
H 1.30 -2.23 -0.58 0.11
H 3.60 -2.83 -1.23 0.08
H 2.69 -2.33 -2.66 0.07
H 2.93 -4.06 -2.32 0.06
C -0.40 0.39 -4.31 -0.01
C -0.86 1.75 -3.84 -0.54
O -1.95 1.91 -3.30 0.03
N -0.02 2.80 -4.02 0.01
C 1.30 2.80 -4.62 -0.08
H -1.17 -0.33 -4.08 0.08
H -0.22 0.39 -5.38 0.08
H 0.52 0.10 -3.79 0.08
H -0.38 3.68 -3.68 0.13
H 2.04 3.14 -3.90 0.09
H 1.33 3.45 -5.49 0.08
H 1.57 1.79 -4.93 0.07
```

Properties
Total charge: -1
ΔE to the lowest compared entry with this formula, charge and spin in kcal/mol: 0.0

C14H31N8O3PY | ωB97M-V/def2-TZVPD

Geometry as XYZ:
```
58
Properties=species:S:1:pos:R:3:lowdin_charge:R:1
Y -0.13 0.36 0.11 1.59
N -0.52 -0.10 2.51 0.01
C -0.62 -1.59 2.57 -0.27
C -1.07 -2.17 3.91 -0.13
C -2.42 -1.75 4.50 -0.15
C -3.67 -2.28 3.80 -0.16
N -3.68 -3.73 3.61 0.09
C -4.22 -4.63 4.43 -0.41
N -4.22 -5.91 4.07 0.22
N -4.74 -4.28 5.60 0.23
C -1.43 -2.07 1.35 -0.53
O -2.20 -3.00 1.38 0.13
O -1.14 -1.38 0.26 -0.22
H 0.18 0.20 3.18 0.12
H -1.39 0.31 2.85 0.11
H 0.39 -1.97 2.38 0.15
H -0.29 -1.94 4.64 0.13
H -1.05 -3.26 3.80 0.13
H -2.51 -0.66 4.55 0.12
H -2.42 -2.08 5.54 0.12
H -3.78 -1.86 2.80 0.12
H -4.56 -1.98 4.35 0.13
H -3.27 -4.05 2.75 0.13
H -3.91 -6.21 3.16 0.14
H -4.62 -6.62 4.67 0.14
H -4.76 -3.32 5.91 0.12
H -5.21 -4.96 6.18 0.14
C 5.60 -0.49 -0.14 -0.15
N 4.80 -1.22 0.84 -0.14
C 4.62 -2.60 0.39 -0.16
N 4.01 -2.67 -0.94 -0.14
C 4.84 -1.92 -1.89 -0.15
N 5.01 -0.53 -1.47 -0.14
C 3.81 0.25 -1.58 -0.30
P 2.50 -0.46 -0.43 0.91
C 3.55 -0.56 1.13 -0.33
C 2.63 -2.26 -0.95 -0.31
H 6.59 -0.96 -0.18 0.15
H 5.73 0.54 0.18 0.14
H 4.00 -3.15 1.10 0.13
H 5.60 -3.08 0.35 0.14
H 4.38 -1.95 -2.88 0.14
H 5.82 -2.39 -1.94 0.15
H 3.43 0.23 -2.60 0.10
H 4.01 1.29 -1.31 0.10
H 3.01 -1.12 1.90 0.08
H 3.74 0.44 1.50 0.10
H 2.22 -2.37 -1.95 0.10
H 2.05 -2.88 -0.27 0.09
C -3.53 0.96 -1.50 0.04
C -2.54 2.07 -1.37 -0.48
N -2.81 3.25 -1.85 0.27
O -1.41 1.87 -0.80 -0.19
H -4.42 1.27 -2.03 0.11
H -3.81 0.62 -0.50 0.10
H -3.07 0.12 -2.03 0.11
H -3.69 3.44 -2.32 0.16
H -2.14 4.01 -1.78 0.16
```

Properties
Total charge: +3
ΔE to the lowest compared entry with this formula, charge and spin in kcal/mol: 2.2

C14H31NO8S | ωB97M-V/def2-TZVPD

Geometry as XYZ:
```
55
Properties=species:S:1:pos:R:3:lowdin_charge:R:1
C 3.36 -0.89 0.73 -0.11
O 3.90 -0.35 -0.45 -0.19
C 2.91 0.35 -1.20 -0.22
C 3.62 1.46 -1.96 -0.17
C 2.74 2.61 -2.49 -0.20
C 1.63 3.09 -1.56 -0.22
C 2.12 3.59 -0.19 -0.17
C 1.15 3.46 0.96 -0.23
O -0.12 4.15 0.77 -0.31
S -1.30 3.19 0.13 0.93
O -2.49 3.88 0.51 -0.39
O -1.24 1.88 1.15 -0.29
O -0.40 0.91 0.55 -0.19
C -1.07 0.13 -0.45 -0.19
C -1.01 -1.33 -0.06 -0.20
N -1.95 -1.71 0.97 -0.02
C -3.36 -1.54 0.62 -0.17
C -4.06 -0.46 1.44 -0.41
C -4.89 0.51 0.62 -0.06
O -4.94 -1.09 2.40 -0.06
H 2.57 -1.60 0.50 0.06
H 4.12 -1.40 1.30 0.08
H 2.93 -0.11 1.39 0.07
H 2.16 0.70 -0.50 0.09
H 2.48 -0.35 -1.91 0.14
H 4.43 1.90 -1.38 0.10
H 4.09 1.00 -2.83 0.11
H 3.39 3.48 -2.66 0.10
H 2.29 2.35 -3.44 0.10
H 0.93 2.28 -1.42 0.07
H 1.04 3.90 -2.01 0.11
H 2.99 2.99 0.09 0.11
H 2.50 4.60 -0.31 0.11
H 1.04 2.42 1.23 0.10
H 1.61 3.94 1.82 0.12
H -0.49 0.22 -1.37 0.11
H -2.07 0.48 -0.68 0.10
H -1.10 -1.95 -0.94 0.13
H 0.00 -1.54 0.32 0.10
H -1.71 -1.22 1.82 0.10
H -3.87 -2.50 0.70 0.12
H -3.43 -1.26 -0.43 0.11
H -3.35 0.13 2.01 0.13
H -5.22 1.32 1.28 0.07
H -5.79 0.05 0.23 0.08
H -4.31 0.98 -0.17 0.06
H -4.74 -0.72 3.27 0.08
O 1.32 -3.66 0.19 -0.41
C 1.08 -4.99 -0.03 -0.54
C -0.35 -5.50 0.43 -0.58
O -0.58 -6.82 0.22 -0.47
H 1.79 -5.69 0.48 0.06
H 1.15 -5.32 -1.10 0.06
H -1.07 -4.80 -0.09 0.05
H -0.43 -5.16 1.50 0.06
```

Properties
Total energy in Ha: -1606.5654
Total charge: -2